{
  "formula": "H3N3",
  "method": "the ωB97M-V functional and the def2-TZVPD basis",
  "species": ["H", "H", "H", "N", "N", "N"],
  "coordinates": [[-0.839, 0.250, -0.917], [0.433, -0.001, -1.909], [0.140, -1.120, -0.940], [0.148, -0.092, -0.930], [0.496, 0.416, 2.027], [-0.378, 0.547, 2.669]],
  "atomic_forces_ev_per_a": [[1.04, -0.65, 0.04], [0.03, 0.79, 0.14], [-0.48, 0.31, 0.80], [-0.63, -0.46, -1.10], [-0.27, 0.07, 0.43], [0.31, -0.05, -0.31]],
  "gap_ev": 11.75,
  "e_above_lowest_kcal_mol": 3.64,
  "homo_energy_ev": -10.47
}


{
  "formula": "H3N3",
  "method": "the ωB97M-V functional and the def2-TZVPD basis",
  "species": ["N", "N", "N", "H", "H", "H"],
  "coordinates": [[1.247, 0.269, 0.000], [0.271, -0.526, 0.000], [-0.909, 0.042, 0.000], [2.110, -0.278, -0.001], [-1.008, 1.054, 0.000], [-1.711, -0.562, 0.000]],
  "atomic_forces_ev_per_a": [[-1.02, -0.11, 0.00], [1.52, 0.00, 0.00], [-0.51, 0.57, 0.00], [-0.35, -0.23, 0.00], [0.18, -0.23, 0.00], [0.18, 0.00, 0.00]],
  "gap_ev": 10.84,
  "e_above_lowest_kcal_mol": 60.21,
  "homo_energy_ev": -9.50
}


{
  "formula": "H3N3O2",
  "method": "the ωB97M-V functional and the def2-TZVPD basis",
  "species": ["N", "N", "N", "O", "O", "H", "H", "H"],
  "coordinates": [[0.064, -0.516, -0.484], [-0.312, 0.849, 0.417], [1.045, -1.079, -0.044], [-0.792, -0.643, -1.311], [0.488, 1.006, 1.358], [-1.246, 0.581, 0.854], [-0.428, 1.752, -0.292], [1.182, -1.949, -0.497]],
  "atomic_forces_ev_per_a": [[-0.60, 1.73, 0.79], [-0.96, 1.77, 0.73], [0.06, 0.89, 0.75], [-0.72, -1.17, -1.61], [1.21, 0.80, 0.69], [0.53, 0.07, -1.67], [0.27, -2.86, 1.21], [0.21, -1.24, -0.88]],
  "gap_ev": 9.90,
  "e_above_lowest_kcal_mol": 52.15,
  "homo_energy_ev": -9.43
}


{
  "formula": "H3N3O2",
  "method": "the ωB97M-V functional and the def2-TZVPD basis",
  "species": ["N", "N", "N", "O", "O", "H", "H", "H"],
  "coordinates": [[-0.435, 0.119, 0.680], [-0.491, -0.334, -0.726], [0.278, 1.212, 0.783], [0.816, -0.835, -1.213], [0.514, 1.620, 1.902], [0.637, -1.769, -1.659], [-0.740, -0.547, 1.409], [-0.579, 0.534, -1.176]],
  "atomic_forces_ev_per_a": [[0.07, -1.86, -2.92], [0.35, -1.87, 2.13], [0.64, 0.99, 1.26], [-1.36, -1.73, -0.31], [-0.34, -0.45, -0.50], [0.03, 2.92, 1.65], [0.54, 0.66, -0.29], [0.07, 1.34, -1.03]],
  "gap_ev": 10.39,
  "e_above_lowest_kcal_mol": 24.15,
  "homo_energy_ev": -9.79
}


{
  "formula": "H3N3O2",
  "method": "the ωB97M-V functional and the def2-TZVPD basis",
  "species": ["N", "N", "N", "O", "O", "H", "H", "H"],
  "coordinates": [[0.247, -0.020, 1.836], [0.023, -1.385, -0.049], [0.121, -0.468, 0.749], [0.100, 0.908, -1.511], [-0.221, 0.727, 2.638], [0.653, -1.368, -0.829], [-0.458, 0.027, -1.659], [-0.465, 1.578, -1.175]],
  "atomic_forces_ev_per_a": [[0.64, -2.48, -1.11], [-0.90, -2.43, 0.48], [0.57, 1.86, 0.87], [-0.47, -3.47, -1.39], [-0.74, 1.58, 0.63], [0.58, 0.84, -0.37], [1.40, 3.39, 0.54], [-1.09, 0.71, 0.35]],
  "gap_ev": [9.46, 9.46],
  "e_above_lowest_kcal_mol": 38.54,
  "homo_energy_ev": [-9.45, -9.45]
}


{
  "formula": "H3N3O2P",
  "method": "the ωB97M-V functional and the def2-TZVPD basis",
  "species": ["N", "N", "N", "O", "O", "P", "H", "H", "H"],
  "coordinates": [[-0.683, 0.143, -0.248], [-0.693, -1.198, -0.311], [2.016, -1.518, -1.019], [-1.287, 0.632, 1.037], [0.278, -3.539, -1.005], [0.607, -2.125, -0.709], [0.288, 0.602, -0.425], [1.699, -0.471, -0.776], [-1.706, -0.249, 1.308]],
  "atomic_forces_ev_per_a": [[0.82, 2.51, -1.45], [0.96, -2.47, -0.11], [-0.86, 2.93, 0.61], [0.36, -2.14, -0.02], [0.19, 0.20, 0.31], [-2.08, 0.27, 0.23], [-1.77, -0.72, 1.42], [1.55, -2.18, -0.58], [0.83, 1.59, -0.41]],
  "gap_ev": 7.54,
  "e_above_lowest_kcal_mol": 105.64,
  "homo_energy_ev": -3.17,
  "charge": -1
}


{
  "formula": "H3N3O2S",
  "method": "the ωB97M-V functional and the def2-TZVPD basis",
  "species": ["N", "N", "N", "O", "O", "S", "H", "H", "H"],
  "coordinates": [[0.024, -0.088, 0.542], [-2.052, -0.501, -0.314], [-0.827, -0.671, -0.414], [2.449, -0.609, 1.128], [1.875, 1.285, -0.518], [1.584, -0.306, -0.045], [-2.541, -0.939, -1.001], [-2.538, -0.041, 0.476], [2.027, 1.870, 0.146]],
  "atomic_forces_ev_per_a": [[-4.51, -1.71, -2.80], [-0.92, 1.81, 3.28], [6.59, 1.93, 2.63], [-1.44, 0.71, -1.37], [-0.99, -3.89, -3.22], [1.91, 0.17, 0.44], [-1.95, -1.37, -2.10], [0.64, -0.19, -0.50], [0.66, 2.56, 3.63]],
  "gap_ev": 9.39,
  "e_above_lowest_kcal_mol": 6.73,
  "homo_energy_ev": -9.41
}


{
  "formula": "H3N3O2S",
  "method": "the ωB97M-V functional and the def2-TZVPD basis",
  "species": ["N", "N", "N", "O", "O", "S", "H", "H", "H"],
  "coordinates": [[-0.725, 0.542, -0.538], [0.349, 0.206, 0.145], [1.229, -0.689, -0.386], [0.688, 0.807, 1.160], [2.463, -0.625, 0.271], [0.936, -1.391, -1.879], [-1.044, 0.209, -1.446], [-1.527, 0.912, -0.118], [2.068, -0.540, 1.154]],
  "atomic_forces_ev_per_a": [[-1.25, 0.00, -2.02], [2.82, -1.37, -1.26], [-1.90, 1.52, -0.35], [-0.58, 0.35, 1.07], [-1.82, -0.40, -0.49], [0.39, -0.27, -0.03], [1.76, -0.88, 0.14], [-0.40, 0.74, 2.08], [0.98, 0.32, 0.87]],
  "gap_ev": [7.62, 7.62],
  "e_above_lowest_kcal_mol": 75.64,
  "homo_energy_ev": [-7.97, -7.97]
}


{
  "formula": "H3N3O3",
  "method": "the ωB97M-V functional and the def2-TZVPD basis",
  "species": ["N", "N", "N", "O", "O", "O", "H", "H", "H"],
  "coordinates": [[-0.518, -0.055, -0.396], [0.235, 0.094, 0.665], [-0.474, 0.549, 1.756], [-1.560, 1.050, 1.551], [0.159, 0.543, 2.798], [0.923, -0.942, 1.151], [-0.802, -1.042, -0.611], [-0.153, 0.184, -1.281], [1.145, -0.619, 2.070]],
  "atomic_forces_ev_per_a": [[-2.22, -3.26, -2.12], [0.69, 2.12, 0.25], [-2.37, 2.57, 0.17], [0.70, -0.29, 0.78], [-0.35, -0.08, 0.75], [2.31, -2.75, 0.21], [-0.10, 0.78, 1.23], [1.33, 1.31, -0.47], [0.02, -0.40, -0.80]],
  "gap_ev": 10.20,
  "e_above_lowest_kcal_mol": 108.81,
  "homo_energy_ev": -10.01
}


{
  "formula": "H3N3O3",
  "method": "the ωB97M-V functional and the def2-TZVPD basis",
  "species": ["N", "N", "N", "O", "O", "O", "H", "H", "H"],
  "coordinates": [[-0.729, -0.548, 0.077], [0.423, 0.321, -0.331], [1.686, -0.202, -0.109], [1.831, -1.422, -0.237], [2.533, 0.668, 0.144], [0.330, 1.603, 0.072], [-1.306, -0.839, -0.657], [-0.255, -1.349, 0.453], [1.292, 1.860, 0.086]],
  "atomic_forces_ev_per_a": [[3.09, 2.31, 1.89], [-1.85, -2.53, -1.08], [-0.24, -0.42, 0.24], [0.06, 1.66, 0.30], [-0.08, -1.30, -0.37], [-0.08, 0.86, 0.52], [-0.33, 0.00, -1.95], [0.00, -0.59, 0.30], [-0.56, 0.00, 0.16]],
  "gap_ev": 9.78,
  "e_above_lowest_kcal_mol": 105.81,
  "homo_energy_ev": -9.90
}